This record from OMol25 describes a molecular structure, C34H31CdF6N4O2PS4. The level of theory is wB97M-V/def2-TZVPD.

HOMO (spin up / spin down)	-11.308 / -11.401	eV
multiplicity	2
expectation value of S²	0.7875
energy	-119316.034	eV
energy relative to the best compared isomer or geometry (same formula, charge and spin)	0.0	kJ/mol
net charge	+1

```
83
Properties=species:S:1:pos:R:3:forces:R:3:mulliken_charge:R:1
Cd -0.6557 1.0842 0.2428 0.1 -0.3 0.0 4.13
O -1.9309 -0.5169 -0.5522 0.0 0.1 -0.1 -0.84
S -2.7844 -0.6408 -1.8068 0.0 -0.1 0.0 0.26
C -3.0298 -2.4292 -1.8707 0.1 0.0 0.0 -0.91
C -1.7334 -3.2439 -1.7436 0.0 0.0 0.1 0.46
C -1.6355 -4.0835 -0.4683 0.0 0.1 0.0 -1.19
C -1.3261 -3.3040 0.8052 0.0 0.0 -0.1 -0.47
S 0.3516 -2.6216 1.0530 0.0 0.1 0.1 0.19
O 0.4952 -1.3609 0.2419 0.1 0.0 -0.1 -0.64
C 1.3166 -3.8618 0.2189 0.0 0.0 0.0 0.28
C 1.5680 -5.0602 0.8727 0.0 0.0 0.0 -0.31
C 2.3139 -6.0344 0.2274 0.0 0.0 0.0 -0.63
C 2.8112 -5.7961 -1.0481 0.0 0.0 0.0 -0.50
C 2.5692 -4.5842 -1.6798 0.0 0.0 0.0 -0.87
C 1.8184 -3.6037 -1.0451 0.0 -0.1 0.0 0.02
C -1.6735 -0.5053 -3.1972 -0.1 0.1 0.0 0.82
C -2.2316 -0.3572 -4.4572 0.0 0.1 0.0 -1.30
C -1.3926 -0.2513 -5.5550 0.1 0.0 0.0 -0.78
C -0.0142 -0.2786 -5.3829 0.0 0.0 0.0 -0.71
C 0.5291 -0.4139 -4.1124 0.0 0.0 0.0 -1.29
C -0.3031 -0.5281 -3.0081 0.1 0.0 0.0 0.62
H -3.5460 -2.6034 -2.8155 0.0 0.0 0.0 0.53
H -3.7361 -2.6344 -1.0630 0.0 0.0 0.0 0.60
H -0.8681 -2.5817 -1.7888 0.0 -0.1 0.0 -0.73
H -1.6592 -3.9061 -2.6063 0.0 0.0 0.0 0.60
H -0.8718 -4.8490 -0.6142 0.0 0.0 0.0 0.35
H -2.5742 -4.6211 -0.3056 0.0 0.0 0.0 0.55
H -1.4626 -3.9347 1.6869 0.0 0.0 0.0 0.67
H -1.9572 -2.4180 0.9178 0.0 0.0 0.0 0.13
H 1.1880 -5.2299 1.8734 0.0 0.0 0.0 0.44
H 2.5172 -6.9738 0.7231 0.0 0.0 0.0 0.42
H 3.3972 -6.5563 -1.5466 0.0 0.0 0.0 0.40
H 2.9677 -4.3998 -2.6687 0.0 0.0 0.0 0.45
H 1.6251 -2.6468 -1.5124 0.0 0.0 0.0 0.21
H -3.3063 -0.2928 -4.5809 0.0 0.0 0.0 0.49
H -1.8144 -0.1332 -6.5436 0.0 0.0 0.0 0.44
H 0.6371 -0.1863 -6.2416 0.0 0.0 0.0 0.42
H 1.6035 -0.4335 -3.9798 0.0 0.0 0.0 0.53
H 0.1095 -0.6618 -2.0126 0.0 0.1 0.0 0.22
C 1.2200 -0.7416 5.7495 0.0 0.0 0.0 -0.53
C 0.0895 -0.7677 4.9475 0.0 0.0 0.0 -1.24
C 0.1523 -0.2665 3.6569 -0.1 0.0 0.0 0.80
C 1.3456 0.2432 3.1697 -0.2 0.1 -0.1 -0.58
C 2.4834 0.2773 3.9713 0.1 0.0 -0.1 -0.43
C 2.4133 -0.2150 5.2607 0.0 0.0 0.0 -0.60
N 1.3153 0.7387 1.8314 0.2 0.1 -0.1 0.95
N 2.4265 0.9388 1.3307 0.0 0.0 0.0 -0.66
C 2.4440 1.4784 0.0101 0.0 0.1 0.0 -0.32
C 3.7014 1.5975 -0.5495 0.1 0.0 0.0 -0.59
C 3.8228 2.1870 -1.7980 0.0 0.0 0.0 -0.57
C 2.6832 2.6607 -2.4226 0.0 0.0 0.0 -0.79
C 1.4574 2.4972 -1.7955 0.0 0.0 0.0 -0.73
N 1.3345 1.8996 -0.6059 0.1 -0.2 0.1 0.37
H 1.1749 -1.1250 6.7600 0.0 0.0 0.0 0.43
H -0.8392 -1.1741 5.3249 0.0 0.0 0.0 0.47
H -0.7207 -0.2795 3.0141 0.0 0.0 0.0 0.26
H 3.4004 0.6947 3.5804 0.0 0.0 0.0 0.48
H 3.2896 -0.1840 5.8937 0.0 0.0 0.0 0.42
H 4.5529 1.2385 0.0105 0.0 0.0 0.0 0.59
H 4.7934 2.2883 -2.2646 0.0 0.0 0.0 0.43
H 2.7278 3.1524 -3.3835 0.0 0.0 0.0 0.52
H 0.5446 2.8486 -2.2517 0.0 0.0 0.0 0.52
S -3.2332 0.5584 2.4251 0.1 0.0 0.0 -0.14
C -2.4656 2.0277 2.5894 0.0 -0.1 -0.1 -0.07
N -1.3789 2.4056 1.9006 -0.2 0.2 0.3 0.39
C -0.9898 3.6622 2.2253 0.0 -0.1 0.0 -0.31
C 0.0913 4.3627 1.6532 0.0 0.0 0.1 -0.30
C 0.3524 5.6270 2.0949 0.0 0.0 0.0 -0.82
C -0.4342 6.2299 3.1064 0.0 0.0 0.0 -0.58
C -1.4977 5.5747 3.6744 0.1 0.0 0.0 -0.56
C -1.7820 4.2828 3.2230 0.0 0.0 0.0 0.72
S -3.0453 3.2348 3.6934 0.0 0.0 0.0 -0.26
H 0.6729 3.9062 0.8657 0.0 0.0 0.0 0.32
H 1.1656 6.1884 1.6560 0.0 0.0 0.0 0.45
H -0.1953 7.2325 3.4338 0.0 0.0 0.0 0.41
H -2.0980 6.0427 4.4416 0.0 0.0 0.0 0.43
F -1.3499 2.1376 -1.7772 -0.1 -0.2 -0.1 -0.52
P -2.6653 3.2083 -1.6006 0.2 0.1 -0.1 1.28
F -2.0618 4.0593 -2.8048 0.0 0.0 0.0 -0.40
F -1.7246 4.0189 -0.5497 -0.1 0.0 -0.1 -0.28
F -3.1209 2.2340 -0.3672 -0.2 0.1 0.0 -0.30
F -3.8809 4.1876 -1.3637 0.1 -0.1 0.0 -0.33
F -3.4828 2.2850 -2.6158 -0.1 0.0 0.0 -0.38
```
Forces are in eV/Å.

This record from OMol25 describes a molecular structure, C34H31ClN3ORu at a distorted geometry. The level of theory is wB97M-V/def2-TZVPD.

HOMO (spin up / spin down)	-5.205 / -5.906	eV
multiplicity	2
expectation value of S²	0.9478
energy	-57381.979	eV
energy relative to the best compared isomer or geometry (same formula, charge and spin)	10.7	kJ/mol

```
71
Properties=species:S:1:pos:R:3:forces:R:3:mulliken_charge:R:1
Ru 0.6715 -0.0332 -0.7080 1.5 1.3 -1.5 0.02
C 4.9821 -1.4946 -0.6065 0.3 0.5 0.0 -1.13
C 3.6015 -1.4347 -0.6652 -0.1 -0.1 0.2 -0.29
N 2.8981 -0.3003 -0.6979 -0.7 0.1 -0.2 0.57
C 3.6032 0.8742 -0.7163 0.8 -1.3 0.3 0.11
C 5.0204 0.8971 -0.5964 -0.5 0.4 0.0 0.88
C 5.7010 -0.3043 -0.5464 0.1 -0.6 0.0 -0.43
C 5.6852 2.1748 -0.5466 0.0 -0.1 0.0 -1.00
C 4.9884 3.3205 -0.6434 -0.2 0.1 0.0 -0.83
C 3.5558 3.3103 -0.8336 0.3 -0.5 0.0 1.35
C 2.8154 4.4658 -0.9840 -0.8 0.3 -0.2 -0.73
C 1.4365 4.3549 -1.2273 1.0 0.2 0.1 -1.12
C 0.8697 3.1061 -1.3010 0.0 -0.5 -0.2 -0.30
N 1.5386 1.9496 -1.1165 -0.3 0.0 1.1 -0.19
C 2.8898 2.0567 -0.8792 -1.0 1.2 -0.3 -0.61
H 5.4782 -2.4543 -0.5969 0.0 0.0 0.0 0.43
H 3.0367 -2.3555 -0.6814 0.1 0.0 0.0 0.44
H 6.7825 -0.3049 -0.4660 0.0 0.0 0.0 0.42
H 6.7632 2.1866 -0.4290 0.0 0.0 0.0 0.38
H 5.4892 4.2812 -0.5999 0.0 0.0 0.0 0.39
H 3.3043 5.4316 -0.9399 0.0 0.0 0.0 0.41
H 0.8173 5.2293 -1.3740 0.0 0.0 0.0 0.44
H -0.1731 3.0064 -1.5534 0.1 -0.1 0.1 0.73
N 0.7421 0.2429 1.6991 -0.1 0.2 -0.2 -0.06
C -0.2909 0.7472 2.5805 0.1 0.0 0.1 0.26
C -0.1216 0.6408 3.9566 0.0 0.0 0.0 -0.45
C -1.0664 1.1429 4.8371 0.0 0.0 0.0 -0.61
C -2.1965 1.7732 4.3381 0.0 0.0 0.0 -0.90
C -2.3694 1.8819 2.9682 0.0 0.0 0.0 -0.85
C -1.4319 1.3696 2.0719 0.0 0.0 -0.1 -0.19
C -1.6733 1.4808 0.6146 -0.1 0.3 0.0 0.67
C -2.0973 2.6548 0.0493 0.0 0.0 0.3 0.02
C -2.3646 2.7467 -1.3320 -0.1 0.1 -0.2 -1.31
C -2.1199 1.6812 -2.1496 0.0 0.1 0.0 -0.82
C -1.6969 0.4515 -1.5995 0.8 -0.5 0.0 1.38
C -1.5245 0.3321 -0.2169 0.0 -0.7 0.3 -1.29
H 1.0655 -0.6593 2.0294 0.0 0.0 -0.1 0.23
H 1.5380 0.8754 1.7076 0.0 0.0 0.1 0.31
H 0.7758 0.1643 4.3361 0.0 0.0 0.0 0.44
H -0.9176 1.0449 5.9050 0.0 0.0 0.0 0.40
H -2.9431 2.1717 5.0132 0.0 0.0 0.0 0.42
H -3.2626 2.3502 2.5723 0.0 0.0 0.0 0.49
H -2.2041 3.5286 0.6822 0.0 0.0 0.0 0.58
H -2.7246 3.6781 -1.7514 0.0 0.0 0.0 0.30
H -2.2909 1.7596 -3.2157 0.0 -0.1 0.0 0.46
H -1.6930 -0.4487 -2.1972 -0.1 0.0 0.0 0.31
Cl 0.1989 -4.0616 0.7384 0.0 0.0 0.0 -0.20
C -0.8220 -3.9080 -0.6744 -0.2 -0.1 0.0 0.81
C -1.8968 -4.7759 -0.7892 0.1 0.0 0.1 -0.44
C -2.7326 -4.7026 -1.8926 0.0 -0.1 -0.1 -0.63
C -2.4675 -3.7548 -2.8728 0.0 0.0 0.0 -0.85
C -1.3845 -2.9021 -2.7429 -0.1 0.0 -0.1 -0.21
C -0.5187 -2.9433 -1.6403 0.4 0.2 -0.1 0.64
C 0.6373 -2.0581 -1.5396 -0.6 0.6 0.5 -1.72
H -2.0710 -5.5114 -0.0140 0.0 0.0 0.0 0.39
H -3.5687 -5.3834 -1.9890 0.0 0.0 0.0 0.37
H -3.1066 -3.6873 -3.7455 0.0 0.0 0.0 0.37
H -1.1710 -2.1785 -3.5238 0.0 0.0 0.0 0.47
H 1.0489 -1.7403 -2.4978 0.1 -0.3 -0.2 0.61
H 1.3798 -2.4114 -0.8470 0.0 -0.5 -0.2 -0.16
C -2.6945 -2.2942 1.9791 0.0 0.0 0.0 -1.31
C -2.8912 -1.2350 0.9195 0.0 0.0 0.0 0.74
C -3.8256 -1.6871 -0.1843 0.1 0.0 -0.1 -1.25
O -1.5776 -0.9182 0.3807 -0.7 0.0 0.4 0.53
H -3.6378 -2.4647 2.5018 0.0 0.0 0.0 0.41
H -1.9432 -1.9798 2.7054 0.0 0.0 0.0 0.27
H -2.3739 -3.2311 1.5231 0.0 0.0 0.1 0.13
H -3.2898 -0.3313 1.3893 0.0 0.1 0.0 0.37
H -3.3911 -2.5401 -0.7062 -0.1 0.0 0.0 0.11
H -4.0021 -0.8899 -0.9090 0.0 0.0 0.0 0.31
H -4.7867 -1.9837 0.2409 0.0 0.0 0.0 0.48
```
Forces are in eV/Å.